{
  "formula": "C36H45Cl2F8NO21P2",
  "method": "ωB97M-V with the def2-TZVPD basis set",
  "spin_multiplicity": 1,
  "total_energy_ev": -147913.3134,
  "total_charge": 0,
  "fmax_ha_per_bohr": 0.0198,
  "smiles": "C/C(Cl)=C(\\Cl)C1=C(CCOCC(F)(F)C(F)(F)C(F)(F)C(F)F)C(=O)C([PH2]=O)=C(P(=N)(O)O)C1=O.C[C@@H]1COC(=O)O1.C[C@@H]1COC(=O)O1.C[C@@H]1COC(=O)O1.C[C@@H]1COC(=O)O1.C[C@@H]1COC(=O)O1",
  "homo_lumo_gap_ev": 7.4186,
  "lumo_ev": -1.6,
  "species": ["Cl", "Cl", "P", "P", "F", "F", "F", "F", "F", "F", "F", "F", "O", "O", "O", "O", "O", "O", "O", "O", "O", "O", "O", "O", "O", "O", "O", "O", "O", "O", "O", "O", "O", "N", "C", "C", "C", "C", "C", "C", "C", "C", "C", "C", "C", "C", "C", "C", "C", "C", "C", "C", "C", "C", "C", "C", "C", "C", "C", "C", "C", "C", "C", "C", "C", "C", "C", "C", "C", "C", "H", "H", "H", "H", "H", "H", "H", "H", "H", "H", "H", "H", "H", "H", "H", "H", "H", "H", "H", "H", "H", "H", "H", "H", "H", "H", "H", "H", "H", "H", "H", "H", "H", "H", "H", "H", "H", "H", "H", "H", "H", "H", "H", "H", "H"],
  "coordinates": [[2.75903, -5.67758, 0.83909], [3.75581, -3.07783, 4.06311], [-1.87827, -6.04216, 3.63039], [-3.21458, -3.38809, 1.82831], [-0.69848, -2.35145, -4.09193], [1.75454, -2.19647, -4.66422], [1.25118, 1.63621, -3.14990], [3.29883, 1.54518, -2.37756], [2.98417, -1.37290, -2.65265], [-0.87814, -0.26475, -3.45579], [3.33737, 0.02742, -4.30313], [0.98495, -0.23733, -5.27163], [-7.52091, -3.17386, 2.52138], [-0.85143, 3.93568, 1.62257], [-5.95303, 3.22841, -2.76225], [-8.63206, -1.88389, 3.99816], [-3.76184, 3.32525, -2.41422], [3.61219, 8.28419, -0.23033], [3.49013, 8.44959, -2.44129], [-9.72680, -2.98503, 2.36420], [5.59037, -0.30827, 0.36308], [6.81450, -2.14974, 0.21091], [4.68759, -2.28894, 0.92430], [0.68004, 4.72026, 0.22176], [-3.28354, -5.39060, 4.02696], [3.69451, 10.31911, -1.19880], [-1.24302, -6.40940, 5.05155], [-0.95733, -1.37649, 1.65825], [2.52639, -0.09851, -0.30327], [0.94316, -4.86557, 4.45925], [-3.61424, -4.50011, 0.92631], [1.16394, 2.93225, 1.49590], [-5.16877, 4.60743, -1.17458], [-1.86955, -7.12805, 2.53038], [-9.28579, -3.63624, 1.16399], [-1.47776, -3.56348, 2.33457], [0.85979, -2.93322, 1.54905], [-0.98116, -4.57207, 3.07939], [-2.83857, 2.02330, -4.25717], [3.81218, -4.30200, 2.86583], [-1.36174, 5.21015, 1.15437], [-6.90316, -4.34962, 0.48776], [6.94591, 0.13691, 0.13038], [1.57958, -2.20760, 0.44350], [-4.98091, 3.80462, -2.03429], [5.60638, -1.64004, 0.53740], [6.96250, 1.36318, -0.73948], [-2.84747, 5.16819, 0.93515], [-0.54415, -2.51326, 1.83691], [2.13855, 0.84840, -2.46748], [5.12468, -4.99197, 2.68695], [-5.34104, 2.52595, -3.84813], [0.50143, -4.50427, 3.39392], [3.67462, 7.05924, -2.14625], [2.70565, -4.53938, 2.14830], [3.84014, 5.88424, 0.12946], [-8.62593, -2.60758, 3.05756], [-3.98445, 2.17289, -3.28559], [1.26254, -1.01867, -4.21284], [-0.54859, 5.37918, -0.10833], [3.60843, 9.13903, -1.27924], [2.43169, -0.37974, -3.38040], [3.22372, 6.97525, -0.70367], [1.36348, -3.92959, 2.31053], [1.93537, -0.76375, 0.81139], [1.59825, 0.62809, -1.06366], [0.40029, 3.77893, 1.15919], [-7.93571, -4.18520, 1.57098], [7.55159, -1.11846, -0.46011], [-0.05033, -1.34574, -3.45759], [-3.24633, 6.17656, 0.83532], [0.60972, 0.16234, -1.09517], [-3.35293, 4.67643, 1.76475], [-3.99365, -3.26910, 2.98456], [3.32592, 4.94198, -0.05518], [-1.44891, -8.00158, 2.82807], [7.93595, 1.84980, -0.68644], [5.65108, -4.58178, 1.82492], [7.35512, -1.19647, -1.53151], [5.73586, -4.86135, 3.57810], [-1.08161, 5.95640, 1.90261], [3.09110, 6.45261, -2.83351], [3.75555, 6.11932, 1.18928], [4.96626, -6.06283, 2.54745], [-5.94811, 1.66568, -4.11442], [-1.89554, 2.15531, -3.72943], [8.61439, -1.23716, -0.26963], [-8.05876, -5.11652, 2.13078], [2.13281, 6.92419, -0.64980], [-0.35416, 6.41323, -0.38127], [0.92783, -2.22635, -0.43755], [-2.83834, 1.03558, -4.71441], [-3.66889, -5.86496, 4.77580], [-1.18338, -7.36754, 5.15422], [-5.26528, 3.20520, -4.69989], [-3.08646, 4.62019, 0.02834], [-9.19320, -2.88438, 0.37687], [-7.05807, -5.28076, -0.05567], [-10.00596, -4.39350, 0.86685], [-1.00745, 4.85470, -0.94928], [4.73524, 6.81892, -2.25060], [4.89823, 5.75845, -0.10106], [2.48709, -2.74603, 0.17550], [2.67737, -0.77053, 1.61274], [-2.88413, 2.77636, -5.04533], [-6.94334, -3.52222, -0.22357], [7.38623, 0.34737, 1.10878], [1.45265, 1.63305, -0.64912], [6.20402, 2.06528, -0.40319], [6.75306, 1.11212, -1.78000], [1.06576, -0.21450, 1.17247], [-3.24537, -2.13084, 1.21542], [-4.06360, 1.28997, -2.64525], [-5.90598, -4.37255, 0.92634], [0.15443, -1.66951, -2.43950]]
}